6
Properties=species:S:1:pos:R:3:lowdin_charge:R:1 method="wB97M-V/def2-TZVPD" gap_ev="7.446 / 7.116" homo_ev="-9.6 / -9.4"
S 2.854 -0.513 0.498 0.0790
N -1.086 0.566 -0.041 -0.4295
O -1.834 -0.325 0.014 0.0733
O -1.283 1.762 -0.023 0.0643
S 1.124 -0.245 -0.454 0.2969
H 0.224 -1.246 0.005 -0.0839



6
Properties=species:S:1:pos:R:3:lowdin_charge:R:1 method="wB97M-V/def2-TZVPD" gap_ev="7.530 / 8.741" homo_ev="-9.4 / -9.8"
H -1.051 0.266 -1.160 -0.0327
O 0.291 -1.471 1.138 0.1077
O 1.990 -0.487 0.095 0.1103
O -0.511 0.774 -0.629 -0.5793
S -1.583 1.709 0.202 0.6485
N 0.864 -0.790 0.353 -0.2545



So what do the calculations give for molecular weight? Going down the list: 111.15 95.08 u.